Formula: C7H20ClLuNiOSi
Source: OMol25
Level of theory: ωB97M-V with the def2-TZVPD basis set

```
32
Properties=species:S:1:pos:R:3:forces:R:3:mulliken_spin:R:1
Lu 2.22997 1.26287 -1.24001 -1.08 -0.99 0.87 0.02
Cl 1.56851 1.13522 1.18086 0.21 0.45 0.97 0.04
C 1.73291 3.42298 -1.68117 0.56 0.24 -1.22 0.00
C 4.24434 0.25988 -1.07018 0.61 0.18 -1.12 0.01
H 2.53059 3.56612 -2.49237 -1.18 0.53 0.97 0.00
H 0.68289 3.31158 -2.04110 0.79 0.60 0.22 0.00
H 1.91284 3.87212 -0.69212 -0.17 0.32 -0.64 0.00
H 4.72456 0.78197 -1.96553 0.10 -0.93 1.18 0.00
H 3.95430 -0.80637 -1.22381 0.68 0.71 0.18 0.00
H 4.54780 0.58238 -0.06049 0.37 -0.38 -0.55 0.00
Ni -0.04551 -0.02032 -0.03483 -2.18 -2.24 1.42 1.39
C -0.31173 -1.98022 0.79533 2.06 -1.43 -0.17 0.68
C 0.61929 -0.18953 -1.80331 0.97 0.62 -2.52 0.06
H -0.06114 -2.67573 -0.03804 0.13 0.13 0.51 -0.04
H 0.40553 -2.06309 1.64915 -0.19 -0.17 -0.50 0.00
H -1.31922 -2.17385 1.15869 0.76 -0.42 -0.24 -0.22
H 1.24613 -1.02004 -2.26966 -1.08 0.61 0.35 0.00
H 0.08157 0.46678 -2.57151 0.33 -0.99 0.34 0.01
C -4.07920 -2.28945 0.71558 -0.32 -0.10 -0.04 0.00
Si -3.22878 -0.85073 1.61131 1.68 0.54 -0.78 -0.03
C -4.40045 0.59455 1.62716 -0.63 0.03 0.25 0.01
C -2.95973 -1.41998 3.39872 -0.21 -0.01 0.28 0.01
O -1.88749 -0.35632 0.90382 -1.98 2.30 0.26 0.05
H -5.04023 -2.54495 1.18170 0.00 0.01 0.00 0.00
H -3.46781 -3.19719 0.70384 0.06 0.14 0.01 0.00
H -4.28045 -2.00924 -0.32557 0.07 -0.02 0.09 0.00
H -5.34889 0.33834 2.10439 -0.28 0.18 0.05 0.00
H -3.93061 1.41822 2.16856 -0.03 0.02 -0.03 0.00
H -4.58315 0.90695 0.59698 -0.01 0.04 0.03 0.00
H -2.30893 -2.29819 3.46139 0.00 0.10 -0.12 0.00
H -2.48843 -0.61396 3.97404 -0.01 -0.07 -0.08 0.00
H -3.90764 -1.67220 3.89166 0.00 0.00 0.03 0.00
```
Positions in Å, forces in eV/Å.

Results
Spin multiplicity: 3
LUMO level (spin up / spin down), eV: 5.50 / 5.49
Total charge: -2
<S²>: 2.01

---

Formula: C46H92Cl12O20S10
Source: OMol25
Level of theory: ωB97M-V with the def2-TZVPD basis set

```
180
Properties=species:S:1:pos:R:3:forces:R:3:mulliken_charge:R:1
C -14.43782 -3.73697 22.05649 1.07 -1.17 -0.63 1.30
C -15.81574 -3.21947 22.33701 -0.51 -0.96 -0.19 -0.31
C -16.13674 -3.89684 23.65773 -1.80 0.28 0.24 -0.22
S -14.75024 -3.54757 24.64870 2.83 -0.52 3.60 1.27
O -14.39240 -4.59788 25.64653 -1.10 1.03 -2.11 -0.68
O -14.79236 -2.20505 25.21680 -0.69 -0.59 -0.82 -0.76
C -13.55636 -3.50284 23.32197 -1.56 -0.68 -2.03 -1.16
H -14.03755 -3.29058 21.14642 0.23 0.37 0.26 0.07
H -14.44412 -4.81803 21.78789 -0.38 0.66 0.56 -0.97
H -16.47381 -3.50838 21.52131 -0.27 -0.23 0.20 -0.05
H -15.84889 -2.15474 22.38169 0.15 0.87 0.33 0.43
H -16.26566 -4.95402 23.53906 0.49 -0.76 -0.29 -0.25
H -17.05177 -3.63207 24.19715 0.22 0.60 -0.06 0.59
H -12.73783 -4.19941 23.32545 0.29 -0.14 0.68 0.45
H -13.28732 -2.49908 23.18192 0.98 1.41 0.61 0.60
C -13.24602 -9.14726 25.01431 0.62 0.51 -0.41 -0.84
C -13.95984 -8.05732 24.16897 -0.12 -0.62 1.43 0.22
C -15.46839 -8.15241 24.63807 1.40 -0.06 -2.85 -0.17
S -15.75042 -9.92976 24.55661 0.24 0.72 1.09 1.15
O -16.12055 -10.30447 23.23640 -0.19 -0.28 -1.78 -0.40
O -16.62218 -10.36786 25.60672 -0.17 -0.10 0.68 -0.78
C -14.04960 -10.42508 24.87356 0.24 0.06 -1.18 -0.83
H -13.27603 -8.86792 26.05842 0.14 0.31 0.31 0.38
H -12.17054 -9.24072 24.72082 -0.93 -0.16 0.18 0.44
H -13.85085 -8.36666 23.13367 -0.25 0.16 -0.30 -0.35
H -13.44250 -7.10230 24.31741 -0.63 0.01 0.01 0.22
H -16.09892 -7.61851 23.92603 -0.27 -0.41 -0.23 -0.30
H -15.73811 -7.76488 25.56612 0.17 0.44 1.91 0.59
H -13.70941 -11.05286 24.04272 -0.25 0.20 -0.01 0.02
H -14.06472 -11.00857 25.75012 -0.03 -0.72 1.09 0.59
C -18.93003 -13.27764 16.69279 -0.50 1.12 -1.44 -0.43
C -19.19084 -11.86927 17.30373 1.06 -0.46 2.15 0.56
C -18.53618 -10.77175 16.47230 -0.35 -0.71 -1.15 -0.12
S -17.32985 -11.66631 15.42677 -0.19 -0.88 1.59 1.04
O -16.25214 -12.28249 16.17756 -0.13 0.51 0.21 -0.60
O -16.95162 -10.93586 14.26278 -0.23 0.63 -0.94 -0.76
C -18.43214 -13.06509 15.21850 0.54 0.14 1.59 -0.93
H -19.88931 -13.76237 16.70040 -0.19 -0.65 -0.17 0.45
H -18.23671 -13.82412 17.30571 0.28 -0.28 -0.24 -0.04
H -18.67413 -11.91264 18.31607 -0.83 0.37 -0.99 -0.63
H -20.27349 -11.78903 17.50298 0.58 0.61 -0.28 0.54
H -18.14879 -9.88310 16.92930 0.55 0.11 0.52 -0.49
H -19.21466 -10.40548 15.70302 -0.18 0.04 -0.15 0.56
H -17.73566 -13.82327 14.92692 0.07 -0.69 -0.50 0.55
H -19.20282 -12.87360 14.50683 -0.56 0.07 -0.48 0.40
C -14.76560 -11.86360 20.29460 0.53 0.72 -0.03 0.69
C -15.80366 -11.99754 19.16120 0.42 -1.28 0.93 1.49
C -16.00350 -13.52282 18.98650 0.07 0.24 -1.41 -0.85
S -15.41073 -14.38025 20.43827 0.68 0.61 -0.57 1.36
O -14.16633 -14.99747 20.05164 0.37 0.05 0.18 -0.73
O -16.40847 -15.20707 21.03477 -0.82 -0.27 0.53 -0.73
C -15.06782 -12.88302 21.38930 -1.12 -0.22 -0.11 -1.38
H -14.76740 -10.82173 20.61491 -0.02 -0.18 0.52 -0.33
H -13.71907 -12.04063 20.00939 -0.42 -0.21 -0.24 0.07
H -15.57545 -11.56511 18.19964 0.46 0.28 -0.03 -0.06
H -16.67093 -11.47802 19.55105 -0.61 -0.29 -0.10 -0.86
H -15.36424 -13.89105 18.14387 -0.50 0.30 0.76 0.37
H -17.02376 -13.80782 18.74811 -0.04 -0.09 0.35 0.20
H -14.26051 -13.09198 22.05465 0.82 -0.16 0.26 0.82
H -15.93839 -12.71562 22.04317 0.03 0.32 -0.57 0.19
C -21.73508 -2.70256 19.51650 0.92 0.83 -0.88 0.98
C -22.41063 -3.02323 18.12169 1.12 0.76 2.06 -0.46
C -23.89446 -2.88645 18.31804 -0.21 0.65 -0.54 -0.68
S -24.18345 -2.74820 20.08643 -2.80 0.22 1.10 1.13
O -24.27264 -4.07145 20.69504 1.09 0.98 -0.66 -0.60
O -25.31817 -1.87132 20.37166 0.98 -0.46 -0.51 -0.74
C -22.67549 -1.83459 20.34315 -0.35 1.13 -1.63 -0.88
H -20.75551 -2.22661 19.33265 -0.38 -0.13 0.22 -0.56
H -21.54360 -3.62837 20.01762 0.09 -0.50 0.58 -0.20
H -22.14957 -4.02973 17.89178 0.27 -0.48 -0.59 0.06
H -21.96035 -2.31940 17.44434 -0.28 0.09 -0.72 0.38
H -24.35358 -3.79077 17.93816 -0.76 0.23 0.02 0.42
H -24.25314 -1.93064 17.87362 -0.22 -0.93 0.26 0.32
H -22.42248 -1.60544 21.35804 0.05 -0.47 0.69 0.59
H -22.93272 -0.80162 19.86871 0.54 -1.79 0.50 0.25
C -19.19819 0.61429 21.03812 -0.30 0.10 0.18 -0.39
C -18.64541 2.05129 20.83584 0.37 -1.28 0.55 -0.69
C -17.18042 1.86479 21.05190 1.19 0.42 -1.98 -0.95
S -16.78086 0.46838 19.98479 0.20 0.97 -0.66 1.27
O -15.80279 -0.38898 20.58211 0.89 -0.30 0.18 -0.59
O -16.58675 0.95692 18.62580 -0.01 -0.24 0.68 -0.70
C -18.32502 -0.32394 20.12414 -1.81 1.22 0.30 0.03
H -20.24346 0.58249 20.67762 0.41 -0.23 0.55 0.16
H -19.12227 0.33623 22.12459 -0.20 0.11 -1.07 0.27
H -19.00045 2.80341 21.50526 -0.68 0.31 0.45 0.44
H -18.80843 2.34324 19.83072 -0.34 0.51 -1.04 0.31
H -16.92326 1.63319 22.03884 0.33 -0.55 1.56 0.40
H -16.51433 2.65094 20.69549 -0.19 0.22 0.05 0.45
H -18.08566 -1.26029 20.57208 -0.31 -0.92 0.04 -0.12
H -18.82576 -0.35407 19.14874 0.46 -0.45 0.17 0.18
C -13.95645 -7.31293 14.15658 1.11 -0.93 0.68 -0.85
C -14.34416 -6.22656 15.16231 -0.02 1.23 -0.12 -0.35
C -14.54781 -6.79984 16.56632 1.01 -0.42 -0.28 1.12
S -15.34566 -8.34432 16.14972 -3.27 2.99 -0.52 1.28
O -16.80005 -8.06649 16.34378 1.81 -0.56 -0.89 -0.90
O -14.82752 -9.42095 16.86866 1.56 -3.05 1.87 -0.48
C -14.88377 -8.46899 14.36992 -3.11 0.14 0.44 -0.96
H -13.00060 -7.86552 14.29795 0.14 1.36 0.19 0.27
H -13.95920 -6.93026 13.15723 -0.09 0.18 -0.61 0.45
H -15.32886 -5.85671 14.75408 0.91 -0.04 0.68 0.19
H -13.63655 -5.38391 15.25789 -0.39 -0.29 -0.49 0.13
H -15.17816 -6.21706 17.21813 -0.66 0.17 -0.13 -0.67
H -13.63235 -6.93396 17.19720 -0.43 -0.33 -1.03 -0.17
H -15.91348 -8.46945 13.88773 1.37 0.18 0.25 0.33
H -14.42573 -9.42389 14.22592 0.05 -0.64 -0.01 0.49
C -13.64888 0.31216 16.43276 0.31 2.16 1.38 -0.09
C -12.22611 0.46013 16.90864 0.79 -1.26 1.46 -0.87
C -11.86766 -0.97296 17.37368 -0.56 -0.53 -0.96 -0.46
S -12.44553 -1.94747 15.95844 -2.10 -1.23 0.36 0.96
O -13.21383 -3.16638 16.33765 1.55 1.89 -0.19 -0.31
O -11.36270 -2.04767 15.02996 0.54 -0.25 -0.66 -0.73
C -13.66144 -0.68801 15.36542 2.49 0.11 -1.20 -0.74
H -13.87886 1.33421 16.11771 -0.99 -0.34 -0.13 0.39
H -14.26363 -0.02999 17.27971 -0.09 0.51 -0.26 -0.07
H -12.08587 1.13317 17.75579 -0.24 0.14 -0.14 0.39
H -11.57827 0.78369 16.09986 0.21 -0.03 -0.12 0.36
H -12.53285 -1.38320 18.13705 0.31 0.59 0.52 0.04
H -10.82316 -1.22089 17.53532 -0.01 0.01 0.08 0.50
H -14.62071 -1.06552 15.27105 -1.61 -1.28 -0.69 0.32
H -13.22139 -0.28437 14.41647 -0.56 -0.52 0.68 0.39
C -18.29159 -8.15368 19.85639 0.57 0.05 0.56 0.76
C -17.24400 -8.80069 20.81874 0.38 1.98 0.93 0.40
C -15.93376 -8.01506 20.69455 -1.22 0.92 0.50 1.40
S -16.52199 -6.37677 20.33777 1.48 0.49 0.90 0.04
O -15.48379 -5.45427 19.93253 0.14 -0.45 -1.58 -0.56
O -17.16881 -5.89970 21.52527 -1.39 -0.11 1.15 -0.34
C -17.76456 -6.86013 19.20891 -0.50 0.11 -0.39 0.15
H -19.15537 -7.92036 20.43890 -0.80 0.09 0.22 -0.11
H -18.55308 -8.82708 19.07424 -0.33 -0.58 -0.52 -0.40
H -16.98532 -9.78509 20.62602 -0.04 -2.03 -0.65 -0.20
H -17.52510 -8.79234 21.89525 -0.19 0.22 -0.82 -0.53
H -15.33287 -8.26484 19.87189 0.92 -0.72 -1.22 -0.33
H -15.34607 -7.97975 21.59521 0.27 0.04 0.28 -1.07
H -17.43587 -7.02805 18.18139 0.43 0.04 0.18 -0.24
H -18.47599 -6.02787 19.18807 -0.03 -0.28 0.13 0.40
C -10.67856 -10.75083 18.34892 -1.77 -1.14 1.06 -0.75
C -9.81220 -9.56046 18.63647 0.34 0.04 1.58 -0.59
C -10.34574 -8.95909 19.97657 -0.98 0.39 -1.13 -0.80
S -12.22036 -9.00419 19.74009 1.90 -0.71 0.36 1.38
O -12.68589 -7.76619 19.15249 -0.10 0.07 0.47 -0.43
O -12.78434 -9.55433 20.96011 -0.18 0.67 -0.27 -0.70
C -12.20169 -10.25847 18.48531 1.23 -0.89 -1.23 0.47
H -10.47209 -11.57692 19.09283 -0.23 0.75 -0.90 0.29
H -10.65028 -11.13273 17.32978 0.56 -0.16 0.11 0.46
H -9.95233 -8.82857 17.86450 0.07 0.56 -0.42 0.21
H -8.73305 -9.78750 18.72028 -0.54 0.02 -0.11 0.43
H -10.05917 -7.91857 20.06231 -0.07 0.21 0.19 0.26
H -10.13843 -9.47113 20.91924 0.05 -0.27 -0.39 0.37
H -12.38789 -9.79787 17.48843 -0.54 -0.18 0.99 -0.14
H -12.90277 -11.09107 18.71994 0.51 0.95 -0.35 -0.59
C -16.44488 -2.91418 17.64683 -0.99 0.19 -0.83 -0.01
Cl -16.32724 -3.63159 16.03483 0.32 -0.13 0.03 -0.14
Cl -18.06722 -3.37275 18.28017 0.45 0.37 0.31 0.05
H -15.67767 -3.23015 18.32264 0.31 -0.53 0.21 -0.30
H -16.39908 -1.84776 17.46591 -0.22 0.17 0.39 0.38
C -11.71920 -4.72926 20.30297 1.02 0.16 1.27 1.33
Cl -11.44147 -2.97916 20.38920 -0.10 -0.44 -0.31 -0.18
Cl -10.70861 -5.55609 21.55807 -0.48 0.18 -0.38 -0.23
H -12.73024 -4.97804 20.45265 -1.24 0.04 0.65 -1.18
H -11.47908 -5.17104 19.38291 0.82 -0.06 -1.36 0.38
C -20.41702 -6.02197 23.28453 -0.05 -0.42 -0.02 0.14
Cl -21.34418 -7.32324 22.47503 0.50 0.39 -0.43 -0.15
Cl -20.40001 -4.43755 22.48249 -0.24 -0.44 0.11 -0.12
H -20.91071 -6.01487 24.23100 -0.20 0.80 0.57 0.60
H -19.38961 -6.31350 23.44649 0.11 -0.19 -0.45 -0.52
C -22.15459 -7.81124 18.05037 -0.13 -1.45 -1.46 -0.37
Cl -21.98091 -6.37371 18.90156 0.33 1.72 1.37 0.08
Cl -20.68520 -8.25542 17.13115 0.15 0.09 -0.20 -0.03
H -22.27482 -8.64923 18.73302 -0.56 0.25 -0.17 -0.03
H -22.94080 -7.64146 17.30084 0.18 -0.63 0.48 0.39
C -20.30126 -10.84197 21.68521 0.93 -0.22 -0.88 0.36
Cl -21.30708 -10.41873 20.29707 0.18 0.00 0.00 -0.17
Cl -19.27218 -12.25196 21.42511 0.54 -0.24 -0.53 -0.12
H -19.65767 -10.02285 21.97619 -0.21 0.27 -0.07 -0.67
H -20.91687 -11.21461 22.43340 -1.35 0.17 1.43 0.58
C -19.80216 -9.86025 25.14739 0.83 -1.61 -1.02 0.31
Cl -21.55102 -9.90869 25.03551 -0.47 -0.01 -0.03 -0.16
Cl -19.19424 -8.23706 25.35144 0.24 0.30 0.28 -0.12
H -19.50986 -10.52284 25.97861 0.07 0.64 -0.37 0.41
H -19.37358 -10.27803 24.18362 -0.47 0.55 1.31 -0.44
```
Positions in Å, forces in eV/Å.

Results
Spin multiplicity: 1
LUMO level, eV: 0.02

---

Formula: C2H6Cl2N3
Source: OMol25
Level of theory: ωB97M-V with the def2-TZVPD basis set

```
13
Properties=species:S:1:pos:R:3:forces:R:3:nbo_charge:R:1
C -0.08964 1.22270 0.60527 0.55 0.31 -1.09 0.46
C 0.50954 -1.98034 0.46342 -0.31 1.12 2.18 0.25
N 0.18111 2.52838 0.43539 -1.97 1.73 1.15 -0.81
N -0.75283 -2.16449 0.25680 0.62 -0.73 -1.39 -0.67
N 0.29657 0.26284 -0.12388 0.54 -0.73 0.32 -0.78
Cl -1.09751 0.87372 1.99306 0.08 0.16 -0.41 0.01
Cl 1.07091 -1.69150 2.03340 -0.13 -0.42 0.08 0.15
H 1.36306 -2.10539 -0.17185 -0.45 -0.33 -1.07 0.26
H 0.84447 2.98910 -0.15428 0.52 -0.81 -0.58 0.43
H -0.58228 3.18413 0.66549 0.77 -0.64 0.29 0.42
H -1.44829 -1.86518 0.93926 0.23 -0.22 -0.17 0.45
H -0.99493 -2.22910 -0.73993 -0.40 -0.10 0.77 0.44
H 0.87072 0.47889 -0.92667 -0.05 0.65 -0.08 0.38
```
Positions in Å, forces in eV/Å.

Results
Spin multiplicity: 1
LUMO level, eV: -4.46
Total charge: +1

---

Formula: C5H5IS2
Source: OMol25
Level of theory: ωB97M-V with the def2-TZVPD basis set

```
13
Properties=species:S:1:pos:R:3:forces:R:3:nbo_charge:R:1
C 1.31301 0.33983 1.09390 -4.76 -0.30 -1.06 -0.25
C 2.54061 0.26730 0.93071 4.89 1.00 -0.31 -0.11
C 0.56586 -2.20224 0.05010 1.05 0.69 2.19 -0.41
C 0.10393 -3.07720 -0.84667 0.83 -3.95 2.16 -0.28
C 0.39215 0.63696 2.21990 0.00 0.03 0.59 -0.67
S 0.46464 -0.46689 -0.36122 -0.38 0.16 -0.10 0.23
S 1.16819 -2.67838 1.59104 -0.24 -0.31 -0.72 0.09
I 3.96916 0.33220 -0.51606 -0.25 -0.32 0.36 0.26
H 0.09422 -4.23232 -0.72478 0.20 2.38 0.04 0.23
H -0.34019 -2.69050 -1.65209 -1.69 1.15 -3.40 0.18
H -0.68639 0.75129 1.98760 0.96 0.39 -0.20 0.24
H 0.79001 1.30812 2.98618 -0.16 0.47 -0.55 0.23
H 0.46981 -0.29297 2.71245 -0.46 -1.41 1.01 0.25
```
Positions in Å, forces in eV/Å.

Results
Spin multiplicity: 1
LUMO level (spin up / spin down), eV: -0.82 / -2.18

---

Formula: C4H5N3
Source: OMol25
Level of theory: ωB97M-V with the def2-TZVPD basis set

```
12
Properties=species:S:1:pos:R:3:forces:R:3:nbo_charge:R:1
C 0.48992 1.20173 -0.52999 0.30 -0.66 0.54 -0.37
C 1.43552 0.21906 -0.05636 0.32 -0.37 -0.04 0.63
C -1.29115 0.30982 0.81516 -0.05 -0.92 -0.53 0.23
C -0.96128 -1.76357 -0.40599 0.53 -0.66 -0.04 -0.16
N -0.30885 1.19434 0.69244 0.04 0.68 -0.12 -0.55
N -1.50921 -0.72220 0.03152 -0.26 1.19 0.39 -0.49
N 2.28311 -0.54226 0.27309 -0.80 0.42 -0.16 -0.55
H 2.30358 -1.24988 0.99810 0.02 0.15 -0.03 0.45
H 0.97894 2.16974 -0.66023 -0.09 -0.02 -0.12 0.25
H 0.00495 0.84420 -1.44897 -0.02 0.06 0.07 0.24
H -1.99589 0.48661 1.62116 0.11 -0.09 0.08 0.19
H -1.42964 -2.14760 -1.32994 -0.08 0.20 -0.05 0.12
```
Positions in Å, forces in eV/Å.

Results
Spin multiplicity: 1
LUMO level (spin up / spin down), eV: -0.08 / -0.08